{
  "formula": "C48H54O2PPbSi",
  "method": "ωB97M-V/def2-TZVPD",
  "species": ["H", "C", "H", "H", "C", "H", "C", "H", "H", "H", "C", "H", "H", "P", "C", "Pb", "C", "Si", "H", "C", "C", "H", "C", "C", "H", "C", "H", "C", "C", "C", "C", "C", "H", "C", "C", "H", "H", "H", "C", "C", "H", "H", "C", "H", "H", "C", "H", "C", "H", "H", "C", "C", "C", "C", "O", "C", "H", "H", "H", "C", "H", "H", "C", "H", "H", "H", "H", "C", "H", "O", "H", "C", "H", "H", "C", "C", "H", "H", "H", "C", "H", "C", "C", "H", "H", "C", "C", "H", "C", "C", "H", "H", "H", "C", "H", "C", "C", "H", "C", "H", "C", "H", "C", "H", "H", "C", "H"],
  "coordinates": [[-6.2826, 3.0406, 1.7106], [-3.4299, 1.7724, -0.5266], [5.0399, 3.3532, 1.8747], [4.3040, 6.6993, -2.2257], [-1.7205, -3.7126, 3.1206], [4.5292, 4.7930, -0.8314], [1.8737, -2.8867, 1.9258], [-4.0307, -2.8181, -1.4015], [-1.1671, -3.8727, -3.5760], [-0.9283, 1.3615, -6.8051], [2.3083, 4.6361, -0.5274], [-3.3055, -5.2360, 3.3546], [4.1804, 1.1512, 1.4699], [2.4478, 3.1596, 0.4323], [-5.5446, 2.8556, 0.9440], [0.0129, 1.5254, 0.6105], [-2.3848, 1.6213, -5.2209], [-1.8118, 1.0022, -1.2468], [-6.6546, 1.1567, 0.1257], [5.1291, 1.7593, -2.2918], [-1.4410, 1.4977, -2.9280], [-2.2895, -0.3993, -1.3871], [3.5687, 4.8262, 4.6013], [2.9314, 3.8740, 2.0215], [0.2681, -3.7393, 4.1173], [-4.0151, -3.8004, -1.8713], [2.8816, -2.7649, 1.5733], [1.3677, -4.2170, 1.4460], [-1.8409, -3.3532, -2.8851], [-2.8650, -2.6914, 3.2100], [-0.4808, -4.3567, -0.3694], [2.2559, 4.9743, 4.1564], [5.2985, 1.7599, -3.3159], [-1.0913, 1.4130, -5.7268], [-0.1339, 1.4104, -3.4926], [-2.8685, -5.8426, -3.5207], [1.1477, -2.0716, 1.5871], [-1.7288, -5.8734, 3.5045], [1.0562, 5.2041, -0.7843], [4.5577, 4.3272, 3.7691], [0.0080, 6.8594, -1.4756], [6.4119, 0.3782, 0.6009], [-2.5837, -4.2597, -1.9248], [1.7336, -5.5107, -0.2544], [-2.4643, -4.9110, 4.8203], [1.9400, 4.5403, 2.8731], [5.5888, 4.2107, 4.0533], [-2.3092, -4.9825, 3.7487], [-1.5343, -6.1368, -2.3927], [0.3101, -4.4571, -1.2497], [0.9896, 6.3769, -1.4789], [3.3710, 6.2671, -1.8510], [3.7310, 2.1741, -0.3668], [-5.6899, 1.6741, 0.1514], [-0.4441, 4.0015, 0.7399], [3.4968, 5.1979, -1.0388], [-1.2512, -2.6176, -2.3407], [3.2443, -4.8228, 0.3938], [1.5062, 5.4543, 4.7552], [-1.3995, -4.0669, 1.7246], [0.7068, 1.3123, -2.7938], [-4.4954, -3.7559, -2.8625], [4.2713, 3.8170, 2.4922], [1.2801, -6.3300, 1.9494], [-4.7889, 0.1596, -1.1267], [3.0952, 2.4315, -2.3866], [-3.4778, -4.1438, 0.8544], [1.5053, -5.4117, 2.4378], [-2.5615, -2.8628, -3.5420], [-1.1630, 4.8678, -1.2189], [-0.2391, -2.2471, 3.3258], [-2.4081, -4.0931, 0.6483], [1.9547, -2.8215, 3.0010], [3.9148, 5.0635, 5.6299], [2.1500, 6.8945, -2.0217], [-3.4233, 3.1023, -0.0869], [0.9524, 4.4550, 2.4804], [0.8369, -5.3957, 3.3963], [-1.0416, -2.7950, 4.8661], [-4.7141, 1.0834, -0.5459], [-4.6194, -4.4591, -1.2397], [-0.5807, -3.1069, 3.9427], [-1.8817, -4.2841, -0.5965], [7.0288, 0.8554, -1.8824], [-3.2339, 1.6705, -5.9230], [-2.5499, -5.7900, -2.4850], [-0.2030, -4.1580, 1.0418], [-3.1503, -6.4332, -1.8677], [3.9185, 2.1624, -1.7260], [0.0738, 1.4297, -4.8781], [-3.4716, 2.0139, -3.4350], [1.0568, 1.3046, -5.3757], [-3.8348, -3.0630, 2.9660], [-2.4931, 1.7313, -3.8157], [-2.6375, 3.8328, -0.3585], [2.1622, -4.5494, 0.1536], [-4.4098, 3.6078, 0.7670], [-4.2479, 4.5488, 1.3432], [6.0652, 1.1794, -1.4204], [2.0099, 7.7935, -2.6197], [4.5278, 1.3815, 0.4545], [2.5609, -5.4847, 2.7782], [5.7013, 0.8512, -0.1045], [2.0307, -3.7911, -0.6427], [-2.6283, -1.7927, 2.5055], [-0.3016, 4.5969, -0.3639], [-3.0452, -2.2858, 4.1768]],
  "atomic_forces_ev_per_a": [[-0.213, 0.380, -0.188], [-0.346, 0.383, -1.265], [-0.077, 0.225, 0.286], [-0.494, 0.056, -0.226], [-1.280, -0.774, 0.936], [-1.447, 0.247, -0.144], [-0.866, 1.155, 0.415], [-0.211, 0.250, -0.077], [0.122, -0.158, 0.299], [-0.100, -0.115, 0.259], [0.366, 0.227, -0.633], [0.232, 0.404, -0.234], [0.585, 0.251, -0.302], [-1.905, -0.859, -0.329], [0.155, -1.292, -0.577], [0.037, 0.420, 1.607], [1.486, -0.126, 0.428], [-1.731, 0.122, 0.896], [0.089, 0.316, 0.343], [-0.665, -0.886, 3.022], [1.082, 0.777, -2.840], [0.499, -0.211, 0.290], [0.976, 0.201, 0.792], [0.849, 0.644, 2.255], [0.204, -0.342, 0.146], [-0.660, -0.082, 0.572], [0.513, 0.575, -0.419], [-2.696, -1.188, -0.695], [0.335, 0.214, -0.892], [0.831, 2.122, -2.045], [1.223, 0.215, -1.671], [0.565, -0.155, -1.004], [0.215, 0.226, -1.676], [0.847, 0.681, 0.536], [-0.344, -0.036, -0.024], [-0.171, -0.028, -0.304], [1.327, -0.867, 0.254], [0.357, 0.087, 0.266], [0.352, -1.519, 1.235], [-0.120, -0.814, -1.113], [0.519, -0.022, -0.644], [-0.470, -0.049, -0.813], [0.497, -2.643, -0.608], [0.493, 0.975, 0.267], [0.202, 0.053, 0.529], [1.711, -2.006, -1.218], [0.142, 0.226, 0.590], [-0.347, -0.873, 0.266], [0.462, -0.114, -0.118], [-2.039, 0.252, 2.081], [-0.004, 0.903, 0.002], [1.151, 1.692, -0.550], [0.037, -0.071, 1.763], [-2.617, 0.261, 1.239], [0.317, -1.246, 0.484], [0.203, -1.391, 0.834], [-0.103, 0.138, -0.083], [-1.073, 0.861, -0.251], [-0.241, -0.067, 0.288], [-1.096, 1.031, -2.633], [-0.142, -0.020, -0.365], [0.289, -0.003, 0.220], [-1.609, 0.399, -0.061], [-0.303, -0.704, -0.594], [-0.244, 0.204, 0.495], [0.237, 0.611, 0.122], [0.049, 0.331, 0.061], [0.369, 1.065, 1.790], [0.030, 0.306, -0.045], [0.119, -0.587, 0.904], [-0.111, -0.235, 0.828], [-1.168, -0.301, 2.537], [-0.193, 0.062, 0.437], [-0.700, 0.129, -0.752], [-1.091, 0.735, -0.639], [0.855, 0.387, 0.234], [-0.804, 0.580, 0.027], [1.155, 0.271, -1.905], [0.285, 0.325, 0.545], [3.687, 0.598, -0.403], [0.010, 0.021, -0.008], [-0.473, 0.551, -1.284], [1.398, 0.291, 0.357], [-0.783, 0.216, 0.809], [0.415, 0.110, 0.699], [0.163, 1.974, 0.396], [2.969, -0.831, -2.202], [-0.478, -0.196, 0.311], [0.225, 0.307, -1.780], [-1.533, -0.688, -0.615], [0.014, -0.373, 0.238], [-0.644, 0.231, 0.694], [-0.533, -0.559, -0.841], [-0.833, 0.007, -0.944], [-0.129, -1.081, 0.334], [0.255, -2.070, 0.233], [-0.455, 0.313, 0.543], [-0.139, -0.746, -0.750], [0.412, -0.699, -0.608], [0.542, -0.050, 0.099], [0.464, -0.376, -0.665], [-0.335, -0.012, 0.037], [0.708, 0.659, 0.758], [0.514, -0.251, 0.697], [-0.515, -1.435, 1.130], [-0.030, 1.558, -1.938], [0.413, 0.344, 1.262]],
  "lowdin_charge": [0.0911, -0.3069, 0.0903, 0.1091, -0.5608, 0.1348, -0.0898, 0.0718, 0.0739, 0.0884, -0.3130, 0.0775, 0.1211, 0.9527, -0.0924, 0.9886, -0.0783, 0.4966, 0.0999, -0.0617, -0.3838, -0.0090, -0.0971, -0.2985, 0.0428, -0.0889, 0.0536, -0.5171, -0.0745, -0.0802, -0.0818, -0.0751, 0.0827, -0.0982, -0.1135, 0.0568, 0.0958, 0.0753, -0.1302, -0.0966, 0.1292, 0.1121, -0.5378, 0.0794, 0.0646, -0.0420, 0.0950, -0.0688, 0.0565, 0.1077, -0.0286, -0.1060, -0.3989, -0.1305, -0.2446, -0.0981, 0.0642, 0.0892, 0.0998, -0.2046, 0.0696, 0.0788, -0.0827, 0.0576, 0.1007, 0.1150, 0.0872, -0.0623, 0.0653, 0.0037, 0.0832, -0.0651, 0.0538, 0.1123, -0.0627, -0.1198, 0.0697, 0.0901, 0.0688, -0.1075, 0.0758, -0.0474, -0.2882, 0.1119, 0.1039, -0.0367, -0.1585, 0.0602, -0.1055, -0.0809, 0.0987, 0.0996, 0.0541, -0.1004, 0.0700, -0.1223, -0.0957, 0.1164, -0.0848, 0.1061, -0.1108, 0.0697, -0.0750, 0.0737, 0.1183, -0.6514, 0.0499],
  "e_lumo_ev": 1.1,
  "e_above_lowest_ev": 1.0077,
  "charge": -1
}


{
  "formula": "C48H55ClFN6O3Sc",
  "method": "ωB97M-V/def2-TZVPD",
  "species": ["C", "H", "H", "H", "H", "H", "H", "C", "H", "H", "C", "C", "Cl", "H", "H", "C", "C", "H", "H", "H", "H", "C", "C", "H", "H", "C", "N", "C", "H", "C", "C", "H", "H", "C", "C", "H", "C", "C", "C", "H", "C", "C", "C", "C", "C", "C", "H", "H", "N", "C", "H", "O", "C", "C", "C", "N", "F", "H", "C", "C", "C", "H", "C", "C", "H", "H", "H", "C", "C", "H", "Sc", "C", "N", "H", "C", "H", "H", "H", "H", "C", "H", "H", "C", "H", "H", "O", "H", "H", "C", "H", "C", "H", "C", "O", "H", "N", "C", "C", "H", "H", "C", "H", "C", "H", "C", "H", "H", "C", "H", "H", "H", "H", "N", "H", "C"],
  "coordinates": [[-1.9264, -2.2978, -0.6232], [1.7479, 2.2008, -2.0466], [-2.6838, -3.4073, -4.2951], [-2.3536, 7.9771, 2.2887], [7.3348, 0.7241, 4.4870], [1.1741, 1.5383, 5.8365], [5.4658, -0.9100, 4.5256], [-2.4671, 2.1699, 0.5804], [-3.9955, -6.2292, 0.6699], [4.1806, -1.9180, -3.2210], [0.3616, 0.7333, 4.0209], [-0.0695, 4.2578, 2.8779], [4.0069, 5.6238, 1.4506], [6.5096, 3.5281, 0.8395], [3.3776, -3.0019, -1.2906], [2.3056, 0.2378, -1.4335], [4.5850, 0.8658, 1.7829], [1.7590, 2.3510, 4.3897], [2.9760, 2.0719, -4.2010], [-3.6349, 7.0448, 0.0036], [2.4288, 1.1341, 2.7656], [0.5342, 5.3907, 3.4196], [-2.6386, -4.0538, 1.5631], [4.7644, 3.3894, 0.5958], [-5.2948, 6.5205, 0.3205], [2.2683, 0.6410, 0.8624], [-2.9777, 3.3554, 0.2742], [1.8628, 3.9712, 1.4464], [-5.2344, -7.1705, -2.7473], [-4.0988, -5.8802, -1.4449], [6.5643, 0.7553, 3.7282], [-3.4508, -2.0885, -3.4086], [4.2024, -0.0077, -4.7801], [1.7811, 5.8220, 2.9848], [-3.8195, 4.2266, 1.0797], [-1.7387, -2.3996, -3.1949], [5.6395, 1.7845, 1.7375], [0.4823, 0.4485, 2.6481], [-3.2620, 7.6748, 2.8168], [0.0358, 5.9442, 4.2092], [-4.8336, -7.1633, -1.7339], [-0.8363, 0.4206, 4.6444], [2.9669, -2.1183, -0.8035], [-0.5370, -0.0725, 1.8590], [-3.7315, -5.5571, -0.1412], [-3.0259, -4.3986, 0.1483], [-2.3030, 5.6263, 3.8926], [5.8707, 2.3808, -0.3308], [3.6055, 0.9426, 0.7629], [-2.7056, -2.8838, -3.3396], [-1.5822, -3.7887, 1.6368], [-2.5237, -1.1909, -0.4793], [2.3070, 1.3114, -2.3129], [-4.4476, 7.0742, 0.7293], [-3.0474, -3.8336, -2.2192], [1.7634, 0.7720, 2.1032], [-0.4859, 0.0282, -2.3025], [-3.2094, -3.1954, 1.9249], [5.6985, 2.8262, 0.6541], [-3.9996, 6.5350, 2.1003], [-2.5790, 4.7653, 3.2809], [0.1697, 2.6741, 1.4577], [2.9810, -0.9444, -1.7464], [4.5359, -0.1085, 2.7754], [-4.7745, 8.1102, 0.8330], [-4.4112, 3.5938, 1.7399], [2.3870, 3.4189, 0.6753], [-1.8785, -0.1503, 3.9242], [6.6218, 1.7032, 2.7164], [1.9558, -2.3565, -0.4708], [-0.5760, -0.2567, -0.4477], [-3.0516, 5.2939, 1.9092], [-1.6146, 1.7995, -0.3573], [-1.3439, 6.2138, 1.6163], [-1.7283, 2.7845, -1.2931], [-5.8964, 7.0453, 2.9911], [-1.3114, 3.5199, 4.4342], [-4.9943, 5.8710, 3.9401], [-3.4381, 4.3159, 3.7857], [0.6148, 3.5599, 1.8893], [-1.6385, 2.8239, 2.8933], [-2.6650, 1.6342, 1.4927], [5.5171, -0.1525, 3.7542], [2.3820, 0.7556, 4.8279], [-2.8288, -4.8910, 2.2334], [-1.9404, 5.6571, 1.1040], [-3.0018, 7.4397, 3.8489], [-4.0311, -5.2468, -3.4891], [-1.4120, 3.7701, 3.3738], [-3.9112, 8.5513, 2.8445], [1.4792, 1.3753, 4.8037], [3.5681, -1.9227, 0.0894], [-3.7516, -5.0085, -2.4674], [-0.6534, -2.3428, -0.5543], [-5.6632, -7.3079, -1.0402], [-2.5364, 3.7528, -0.9473], [3.6719, 0.0701, -3.8396], [-1.7144, -0.3764, 2.5644], [-2.5510, -0.8095, 2.0203], [-4.4895, 4.7028, 0.3728], [-5.2424, 6.1730, 2.9214], [2.2485, 6.6979, 3.4145], [-2.6920, -3.5477, -0.9059], [3.9369, 1.0642, -0.1821], [2.9903, 1.2342, -3.5161], [3.7372, -0.8401, 2.7749], [-0.9474, 0.6256, 5.7038], [3.6601, -1.0035, -2.9600], [-2.8073, -0.4080, 4.4204], [-4.1699, -8.0248, -1.6324], [7.4408, 2.4128, 2.6897], [-5.8250, 5.3743, 2.4561], [1.5680, 0.3517, -0.2055], [-1.1864, 2.7722, -2.2242], [2.4357, 5.1032, 1.9982]],
  "atomic_forces_ev_per_a": [[-0.002, -0.058, -0.019], [-0.004, -0.003, -0.003], [-0.011, -0.007, 0.003], [-0.031, -0.032, -0.010], [-0.003, -0.003, -0.007], [-0.005, -0.011, 0.001], [0.006, 0.007, -0.005], [0.473, 0.323, 0.266], [0.002, 0.012, -0.022], [-0.003, 0.017, 0.000], [-0.004, -0.025, 0.042], [-0.038, -0.002, -0.013], [-0.170, 0.274, 0.113], [-0.022, 0.020, 0.016], [0.011, 0.014, -0.002], [-0.025, 0.054, 0.162], [-0.022, 0.112, -0.040], [-0.012, -0.011, -0.008], [0.011, -0.003, 0.004], [0.011, 0.004, 0.029], [-0.026, 0.028, 0.011], [0.051, 0.021, 0.031], [-0.008, 0.005, -0.011], [0.199, -0.164, -0.016], [0.027, 0.011, 0.010], [-0.046, 0.104, 0.026], [-0.215, 0.197, -0.089], [0.003, 0.041, -0.043], [0.008, 0.011, 0.008], [0.003, -0.009, -0.004], [-0.025, 0.010, -0.031], [-0.003, -0.001, 0.015], [-0.004, -0.003, 0.010], [-0.022, -0.005, 0.041], [0.096, -0.164, 0.001], [0.000, -0.016, 0.028], [0.009, 0.065, -0.030], [0.250, 0.082, 0.033], [0.032, 0.069, -0.002], [0.006, -0.001, -0.013], [-0.006, 0.019, 0.003], [-0.003, 0.003, 0.003], [0.025, 0.006, -0.017], [-0.034, -0.039, 0.055], [0.000, -0.025, 0.007], [0.026, -0.012, 0.015], [-0.015, -0.009, -0.029], [0.022, -0.049, 0.016], [0.045, -0.149, -0.031], [-0.014, -0.032, 0.015], [-0.009, -0.005, -0.028], [-0.071, -0.334, 0.079], [0.040, 0.062, -0.045], [-0.027, 0.021, -0.008], [-0.029, 0.044, -0.056], [-0.091, -0.260, -0.004], [0.150, 0.261, -0.609], [-0.005, -0.009, -0.007], [-0.052, -0.139, -0.076], [-0.012, 0.040, -0.038], [-0.089, -0.008, 0.072], [-0.063, 0.042, -0.052], [-0.002, -0.081, -0.006], [0.030, -0.055, -0.002], [-0.011, -0.020, 0.002], [0.006, -0.013, 0.013], [-0.048, 0.026, 0.018], [0.064, 0.041, -0.023], [0.013, 0.016, 0.043], [-0.022, 0.014, -0.014], [0.164, 0.591, 0.359], [0.130, -0.038, -0.077], [-0.458, -0.299, -0.280], [0.027, -0.069, 0.038], [0.207, 0.058, 0.040], [0.010, -0.012, -0.011], [0.008, 0.004, 0.011], [0.004, 0.010, -0.017], [0.018, -0.010, 0.002], [-0.060, 0.123, -0.056], [-0.029, -0.092, -0.072], [-0.066, -0.040, -0.012], [0.003, -0.009, 0.003], [-0.017, 0.009, 0.002], [-0.010, -0.002, -0.005], [-0.057, 0.064, -0.043], [-0.017, 0.007, -0.018], [0.009, 0.001, 0.023], [0.028, 0.030, -0.084], [0.002, -0.009, 0.020], [0.023, -0.002, 0.036], [-0.013, 0.030, -0.007], [0.009, -0.011, -0.028], [-0.202, -0.433, 0.035], [0.008, 0.007, 0.000], [0.033, -0.052, 0.207], [-0.010, -0.007, 0.018], [-0.079, -0.071, 0.055], [0.000, 0.027, -0.003], [-0.007, 0.024, 0.023], [-0.036, 0.022, 0.007], [-0.012, -0.009, -0.005], [-0.003, 0.016, 0.056], [0.027, -0.035, -0.011], [0.003, -0.027, 0.014], [0.002, 0.018, -0.005], [-0.004, -0.004, -0.007], [-0.013, 0.008, -0.010], [0.007, -0.005, 0.001], [0.005, 0.014, 0.002], [-0.010, -0.014, 0.002], [0.029, 0.007, 0.009], [0.067, -0.099, 0.006], [-0.045, -0.058, -0.011], [0.008, 0.021, 0.015]],
  "lowdin_charge": [-0.5768, 0.1150, 0.0793, 0.0912, 0.1024, 0.0804, 0.1052, -0.1224, 0.1174, 0.1102, -0.2264, -0.2198, 0.7011, 0.0787, 0.0817, -0.2803, -0.1942, 0.0792, 0.1030, 0.0935, 0.0993, -0.0396, -0.0209, 0.0059, 0.0792, -0.3656, -0.0819, -0.0824, 0.0719, -0.2654, -0.0835, 0.0955, 0.1006, -0.0980, -0.0274, 0.0780, -0.1998, -0.2287, -0.0455, 0.1188, -0.0545, -0.0728, -0.0146, -0.1268, -0.0093, -0.1955, 0.0977, 0.0892, 0.1496, -0.0153, 0.0874, -0.0317, -0.0368, -0.0443, -0.1918, 0.1386, -0.3768, 0.0832, -0.0592, -0.5201, -0.0977, 0.0930, -0.2087, -0.0368, 0.0853, 0.1399, 0.0945, -0.0963, -0.0406, 0.0696, 0.9724, -0.4221, 0.0292, 0.0919, -0.1605, 0.0918, 0.1258, 0.0823, 0.1202, -0.0266, 0.0847, 0.1245, -0.0822, 0.0775, 0.0774, 0.0037, 0.0766, 0.1155, -0.1103, 0.0872, -0.0339, 0.0774, -0.0065, -0.0508, 0.0772, 0.1440, -0.0833, -0.1646, 0.0767, 0.1156, -0.0410, 0.1048, -0.0660, 0.1351, -0.0770, 0.1202, 0.1062, -0.0384, 0.0972, 0.0813, 0.1122, 0.0850, 0.0610, 0.1203, -0.6388],
  "e_lumo_ev": 0.4
}


E_HOMO for every record listed, in sequence, given in eV: -2.544 -8.015.
Molar mass for every record listed, in sequence, given in g mol⁻¹: 929.22 863.41.
HOMO-LUMO gap for every record listed, in sequence, given in eV: 3.673 8.445.